Density functional theory data (ωB97M-V/def2-TZVPD) for a cluster of 2 separate species, C4H7N3O in total.

Each atom is followed by the atoms it is bonded to, with distances in Å.
Geometry (Å):
1 C 2.284 0.654 0.204  C2 1.416, N5 1.295, H9 1.210
2 C 1.369 1.530 -0.429  C1 1.416, N7 1.310
3 C -2.571 0.268 -0.188  N6 1.200, O8 1.173
4 C -1.018 -1.764 -0.087  N6 1.458, H10 1.146, H11 1.131, H12 1.139
5 N 2.021 -0.612 0.278  C1 1.295, H13 1.011
6 N -1.917 -0.691 -0.494  C3 1.200, C4 1.458
7 N 0.186 1.973 -0.085  C2 1.310, H14 1.047, H15 1.008
8 O -3.425 1.064 -0.075  C3 1.173
9 H 3.396 1.058 0.455  C1 1.210
10 H -1.200 -2.598 -0.852  C4 1.146
11 H 0.104 -1.721 0.055  C4 1.131
12 H -1.462 -2.169 0.881  C4 1.139
13 H 2.917 -1.079 0.309  N5 1.011
14 H -0.517 2.194 -0.829  N7 1.047
15 H -0.166 1.895 0.856  N7 1.008

## Properties
Kohn-Sham gap = 8.8 eV
Max |F| = 0.059 hartree/bohr
LUMO level = 0.44 eV
Energy relative to the best compared isomer or geometry (same formula, charge and spin) = 98.2 kcal/mol
Electronic energy = -395.9920 a.u.